# 1
DFT (ωB97M-V with the def2-TZVPD basis set) results for a 2-piece molecular cluster, C9H19N overall in a non-equilibrium geometry.

- SMILES string = C=C(C)NC(C)C.C=CC
- energy relative to the best compared isomer or geometry (same formula, charge and spin) (kJ/mol) = 238.9
- total charge = 0

Geometry (Å):
C1 1.23864 -1.09924 1.70875
C2 0.47304 -0.25768 0.93619
C3 0.70297 1.22783 1.08371
N1 -0.83478 -0.67704 0.64768
C4 -2.01336 0.07043 0.23628
C5 -2.42187 1.15858 1.23703
C6 -1.94261 0.64754 -1.18641
H1 2.15550 -0.76591 2.16161
H2 0.95609 -2.12889 1.85848
H3 1.75973 1.41267 1.26074
H4 0.39742 1.76591 0.18880
H5 0.15929 1.62901 1.93777
H6 -0.89608 -1.67074 0.49940
H7 -2.81905 -0.67375 0.23747
H8 -1.85469 2.07497 1.09855
H9 -2.29375 0.80356 2.25781
H10 -3.47327 1.40529 1.09279
H11 -1.09921 1.32445 -1.29795
H12 -1.83410 -0.14897 -1.91831
H13 -2.85489 1.19948 -1.40779
C7 0.79900 -1.66662 -1.76024
C8 1.72646 -1.11964 -0.94881
C9 2.57980 0.05898 -1.32468
H14 0.64084 -2.73372 -1.79247
H15 0.05587 -1.06754 -2.25922
H16 2.28361 -1.82217 -0.30010
H17 3.00608 0.50892 -0.42732
H18 1.99401 0.80005 -1.86148
H19 3.40932 -0.25578 -1.95826

Atoms 1-2, force components in eV/Å:
-0.52 0.98 -1.06
-1.32 -0.32 3.99

# 2
DFT (ωB97M-V with the def2-TZVPD basis set) results for a 2-piece molecular cluster, C9H19N2 overall in a non-equilibrium geometry.

- energy relative to the best compared isomer or geometry (same formula, charge and spin) (kJ/mol) = 369.1
- total charge = +1

Geometry (Å):
C1 1.30073 -0.80352 -0.01735
C2 1.65050 0.54859 0.29860
C3 -2.76313 0.90836 0.18091
C4 -2.83161 0.97652 1.65607
C5 0.63840 1.53640 0.54590
C6 4.12847 0.11472 0.00452
C7 -2.11779 -0.27062 -1.85180
C8 -0.39386 -2.62239 -0.17792
C9 2.93483 0.92052 0.21712
N1 -2.09823 0.08993 -0.43880
N2 0.06817 -1.23996 -0.07655
H1 2.16069 -1.62993 -0.02719
H2 -3.19650 1.77607 -0.38298
H3 -2.67220 -0.05159 1.93405
H4 -3.80360 1.23073 2.11149
H5 -2.06209 1.57061 1.99714
H6 -0.34728 1.14475 0.99111
H7 0.15050 2.06017 -0.36257
H8 0.94811 2.39405 1.24156
H9 3.92609 -0.97249 -0.13734
H10 4.89853 0.31310 0.70379
H11 4.61576 0.33842 -1.02764
H12 -1.99852 -1.39599 -1.86684
H13 -2.80524 0.12612 -2.53919
H14 -1.11454 0.18084 -2.16979
H15 0.49442 -3.28495 0.04805
H16 -1.30103 -2.57126 0.43327
H17 -0.68650 -2.93753 -1.32598
H18 3.06512 2.05625 0.12673
H19 -0.78818 -0.50591 -0.08837

Atoms 1-2, force components in eV/Å:
0.31 -3.34 1.19
0.94 -0.95 -0.88

# 3
DFT (ωB97M-V with the def2-TZVPD basis set) results for C9H19N2O as an isolated structure in a non-equilibrium geometry.

- energy relative to the best compared isomer or geometry (same formula, charge and spin) (kJ/mol) = 313.8
- total charge = +1

Geometry (Å):
C1 0.27324 1.28449 1.01729
C2 -2.22004 1.17907 0.25243
C3 1.15921 1.54366 -0.14539
C4 0.53556 -0.31091 -1.50701
C5 -3.02787 -0.01107 -0.36476
C6 -0.96495 0.41260 0.86615
C7 -0.70517 -0.78864 -0.08687
C8 2.65966 -0.94814 0.87447
C9 2.79803 -0.23463 -0.53115
N1 1.49308 0.35393 -0.86336
N2 -1.97049 -0.99549 -0.76012
O1 -0.39058 -1.90916 0.57230
H1 0.85705 0.82172 1.80447
H2 -0.04488 2.14823 1.52823
H3 -2.06293 1.88754 -0.56295
H4 -2.84663 1.58160 1.05733
H5 0.57068 2.30451 -0.91009
H6 1.99433 2.12008 0.11612
H7 1.05880 -1.26201 -1.75465
H8 -0.26507 0.06331 -2.18976
H9 -3.53428 -0.48748 0.44062
H10 -3.62153 0.28606 -1.19637
H11 -1.38257 -0.04033 1.68415
H12 1.84959 -1.56169 0.86724
H13 3.46177 -1.65990 0.91375
H14 2.76107 -0.29349 1.72398
H15 3.59852 0.47803 -0.65676
H16 3.00102 -0.91125 -1.34223
H17 -2.42730 -1.90454 -0.57328
H18 -1.76467 -1.02334 -1.73234
H19 -0.84265 -2.12277 1.45859

Atoms 1-2, force components in eV/Å:
-0.21 -1.37 2.29
-0.18 -1.75 -0.26

# 4
DFT (ωB97M-V with the def2-TZVPD basis set) results for an isolated ion of composition C9H19N2O and charge +1 in a non-equilibrium geometry.

- energy relative to the best compared isomer or geometry (same formula, charge and spin) (kJ/mol) = 363.3
- total charge = +1

Geometry (Å):
C1 1.02117 -0.39182 0.76319
C2 2.62290 -0.11287 -1.23910
C3 -0.80154 1.03079 -0.03397
C4 1.11839 -1.05893 2.11439
C5 4.03385 -0.40440 -1.62189
C6 -2.35089 2.25945 -1.47645
C7 -2.31268 -1.36811 1.50549
C8 -2.21960 1.14652 -0.48746
C9 -1.19276 -1.35734 0.51081
N1 -0.34933 -0.17712 0.34002
N2 2.19342 -0.35864 0.00713
O1 0.11062 1.87565 -0.30614
H1 1.77941 0.05739 -1.85518
H2 1.05930 -2.16225 2.07888
H3 0.25705 -0.65431 2.69414
H4 2.14951 -0.83953 2.47378
H5 4.29822 -1.25809 -1.13095
H6 4.60898 0.50638 -1.51204
H7 4.02325 -0.63183 -2.71732
H8 -2.37181 3.35088 -1.07289
H9 -3.37962 2.25928 -1.82944
H10 -1.64582 2.33235 -2.30244
H11 -3.12137 -0.63872 1.06194
H12 -2.76864 -2.31643 1.73497
H13 -2.07154 -1.02577 2.43601
H14 -2.40375 0.23863 -0.96956
H15 -2.83670 1.21196 0.44693
H16 -0.58683 -2.19440 0.61294
H17 -1.65240 -1.51989 -0.44921
H18 2.89100 -0.63715 0.65867
H19 -0.10179 2.83829 -0.43526

Atoms 1-2, force components in eV/Å:
0.50 0.13 -0.40
-1.67 -0.62 2.36

no.,E_LUMO (hartree),HOMO-LUMO gap (eV)
1,0.03564,8.323
2,-0.14678,9.100
3,-0.11063,8.419
4,-0.11043,7.034